C29H38NO2P2PrSi | ωB97M-V with the def2-TZVPD basis set

Multiplicity: 3
Charge: +2
Highest occupied orbital energy (spin up / spin down) (eV): -12.141 / -12.161
Orbital gap (spin up / spin down) (eV): 5.20 / 5.59
Strongest force on any atom (eV Å⁻¹): 2.6

Last column: Löwdin spin population.
Cartesian coordinates (Å):
1 Pr -1.197 -0.197 0.129  2.0501
2 P -0.847 -1.441 -2.409  -0.0095
3 C -2.324 -0.757 -3.162  -0.0062
4 C -3.209 0.168 -2.521  -0.0009
5 N -2.821 0.807 -1.342  -0.0112
6 C -3.561 1.812 -0.809  0.0007
7 C -4.843 2.090 -1.263  -0.0017
8 C -5.301 1.399 -2.389  0.0008
9 C -4.482 0.486 -3.037  -0.0013
10 C -2.949 2.583 0.357  -0.0006
11 P -1.093 2.650 0.427  -0.0054
12 H -4.788 -0.035 -3.945  -0.0001
13 H -5.447 2.837 -0.743  -0.0002
14 H -6.314 1.560 -2.739  0.0001
15 H -3.258 3.628 0.262  -0.0002
16 H -3.346 2.239 1.326  0.0001
17 H -1.671 0.789 -4.577  -0.0001
18 H -2.686 -1.216 -4.097  -0.0003
19 H 0.027 1.625 -3.647  0.0000
20 O -1.013 1.413 -4.956  -0.0002
21 H -1.342 1.654 -5.838  0.0000
22 H 0.993 0.120 0.182  -0.0018
23 O 0.450 1.518 -2.748  -0.0003
24 H 0.385 2.406 -2.344  0.0000
25 C -0.809 4.151 -0.572  -0.0011
26 H -1.305 5.010 -0.104  -0.0002
27 H 0.271 4.348 -0.623  0.0000
28 H -1.180 4.006 -1.595  0.0000
29 C -0.791 3.324 2.104  -0.0006
30 H 0.287 3.506 2.222  0.0000
31 H -1.327 4.270 2.248  -0.0002
32 H -1.112 2.593 2.861  0.0000
33 C -1.338 -3.200 -2.107  -0.0010
34 H -1.406 -3.707 -3.077  -0.0002
35 H -0.600 -3.716 -1.477  -0.0001
36 H -2.313 -3.238 -1.606  0.0001
37 C 0.359 -1.618 -3.784  -0.0019
38 H 1.307 -2.024 -3.405  0.0000
39 H -0.052 -2.283 -4.554  -0.0004
40 H 0.565 -0.629 -4.208  0.0000
41 C -1.286 -3.809 3.257  -0.0006
42 C -1.645 -2.462 3.286  -0.0004
43 C -0.777 -1.488 2.764  -0.0010
44 C 0.428 -1.892 2.130  -0.0009
45 C 0.792 -3.249 2.150  -0.0004
46 C -0.058 -4.199 2.705  -0.0006
47 Si 1.588 -0.680 1.322  -0.0013
48 C 2.144 0.584 2.543  0.0000
49 C 2.782 1.742 2.073  0.0001
50 C 3.186 2.725 2.978  0.0000
51 C 2.918 2.565 4.341  0.0001
52 C 2.260 1.421 4.803  0.0000
53 C 1.874 0.423 3.903  0.0000
54 C 2.978 -1.555 0.484  -0.0006
55 C 4.303 -1.185 0.737  -0.0002
56 C 5.337 -1.726 -0.037  0.0000
57 C 5.048 -2.648 -1.051  -0.0002
58 C 3.728 -3.050 -1.280  0.0000
59 C 2.694 -2.509 -0.512  -0.0001
60 H -1.932 -4.562 3.709  0.0000
61 H -2.586 -2.164 3.761  0.0000
62 H -0.970 -0.415 2.927  0.0001
63 H 1.753 -3.544 1.726  0.0000
64 H 0.246 -5.246 2.736  0.0000
65 H 2.956 1.854 1.001  0.0000
66 H 3.728 3.603 2.629  0.0000
67 H 3.240 3.328 5.049  0.0000
68 H 2.059 1.288 5.865  0.0000
69 H 1.373 -0.486 4.243  0.0000
70 H 4.519 -0.467 1.532  0.0000
71 H 6.369 -1.432 0.165  0.0000
72 H 5.860 -3.077 -1.640  0.0000
73 H 3.510 -3.801 -2.043  0.0000
74 H 1.660 -2.818 -0.694  0.0000

=====

C29H38O4P2PdS3 | ωB97M-V with the def2-TZVPD basis set

Highest occupied orbital energy (eV): -7.379
Orbital gap (eV): 7.53
Energy relative to the best compared isomer or geometry (same formula, charge and spin) (kcal/mol): 14.6
Strongest force on any atom (eV Å⁻¹): 1.9

Last column: Mulliken charge in e.
Cartesian coordinates (Å):
1 Pd 0.459 0.638 -0.304  -0.1781
2 O 1.264 -1.734 0.302  -0.5846
3 C 0.831 -0.822 0.956  -0.2258
4 C 0.426 -0.784 2.410  0.5025
5 C 0.970 -1.634 3.351  -0.5969
6 C 0.682 -1.429 4.698  -0.5862
7 C -0.142 -0.377 5.075  -0.7321
8 C -0.707 0.457 4.114  -0.3205
9 C -0.427 0.239 2.774  -0.3646
10 P -1.098 1.154 1.331  1.9185
11 C -1.718 2.717 2.009  0.2396
12 C -2.968 2.854 2.609  -0.3472
13 C -3.317 4.054 3.212  -0.6682
14 C -2.425 5.119 3.218  -0.4930
15 C -1.184 4.991 2.611  -0.6437
16 C -0.832 3.794 2.006  -0.4212
17 C -2.662 0.261 1.008  0.8318
18 C -3.459 0.762 -0.024  -0.4357
19 C -4.692 0.197 -0.298  -0.6119
20 C -5.140 -0.891 0.445  -0.5595
21 C -4.345 -1.407 1.455  -0.8846
22 C -3.111 -0.830 1.742  -0.2726
23 H 1.639 -2.423 3.029  0.5382
24 H 1.116 -2.074 5.451  0.4060
25 H -0.343 -0.201 6.124  0.4319
26 H -1.355 1.274 4.407  0.4803
27 H -3.668 2.027 2.614  0.3830
28 H -4.288 4.155 3.678  0.4115
29 H -2.700 6.050 3.698  0.3785
30 H -0.493 5.823 2.604  0.4177
31 H 0.134 3.688 1.524  0.3514
32 H -3.104 1.607 -0.607  0.4427
33 H -5.308 0.605 -1.091  0.4660
34 H -6.107 -1.331 0.235  0.3657
35 H -4.687 -2.257 2.033  0.3985
36 H -2.506 -1.230 2.545  0.3306
37 C 2.178 4.921 -3.883  -1.2195
38 C 3.215 4.765 -2.785  0.5109
39 C 4.594 4.409 -3.305  -1.1273
40 O 2.808 3.823 -1.765  -0.4062
41 P 2.185 2.364 -1.902  0.8458
42 S 2.949 1.239 -0.452  -0.6079
43 S 0.189 2.507 -1.936  -0.5196
44 O 2.733 1.924 -3.331  0.1575
45 C 2.867 0.546 -3.758  0.6942
46 C 1.807 0.274 -4.805  -1.1120
47 C 4.276 0.378 -4.286  -1.7187
48 H 2.417 5.803 -4.481  0.4817
49 H 1.184 5.047 -3.454  0.2838
50 H 2.163 4.047 -4.534  0.1570
51 H 3.278 5.702 -2.229  0.3836
52 H 4.557 3.488 -3.887  0.0784
53 H 5.284 4.266 -2.474  0.3170
54 H 4.969 5.215 -3.940  0.4437
55 H 2.719 -0.103 -2.893  0.2022
56 H 1.920 0.970 -5.641  0.3654
57 H 0.817 0.388 -4.368  -0.0094
58 H 1.909 -0.747 -5.179  0.4634
59 H 4.442 1.051 -5.131  0.3133
60 H 4.423 -0.648 -4.629  0.4413
61 H 5.008 0.597 -3.509  0.3583
62 C -2.799 -3.571 -1.601  -1.0170
63 C -1.487 -2.992 -2.117  -0.8060
64 S -1.370 -1.211 -1.884  0.6618
65 O -0.006 -0.859 -2.418  -0.7177
66 C -2.526 -0.674 -3.171  -0.5353
67 C -2.105 -1.093 -4.572  -1.3204
68 H -2.790 -4.657 -1.687  0.4039
69 H -3.655 -3.201 -2.167  0.2705
70 H -2.955 -3.313 -0.552  0.1955
71 H -1.317 -3.195 -3.174  0.4469
72 H -0.630 -3.361 -1.552  0.4415
73 H -2.514 0.412 -3.060  0.4253
74 H -3.514 -1.041 -2.884  0.4170
75 H -1.017 -1.078 -4.654  0.2397
76 H -2.505 -0.398 -5.310  0.4096
77 H -2.464 -2.091 -4.823  0.3398

=====

C29H39BNO2 | ωB97M-V with the def2-TZVPD basis set

Charge: +1
Highest occupied orbital energy (eV): -8.980
Orbital gap (eV): 5.71
Energy relative to the best compared isomer or geometry (same formula, charge and spin) (kcal/mol): 59.5
Strongest force on any atom (eV Å⁻¹): 3.5

Last column: Mulliken charge in e.
Cartesian coordinates (Å):
1 C 6.240 13.555 2.846  -0.8289
2 O 6.001 13.123 1.493  -0.3912
3 C 5.815 11.789 1.339  0.8784
4 C 5.560 11.386 0.019  -0.9016
5 C 5.840 10.093 -0.321  -0.3983
6 C 6.261 9.151 0.642  0.1013
7 C 6.515 7.793 0.142  -0.2125
8 C 5.910 7.545 -1.064  -0.8653
9 C 6.383 6.569 -2.044  -0.8366
10 C 6.281 6.785 -3.527  0.1765
11 C 6.708 5.779 -4.411  -0.3253
12 C 6.870 6.083 -5.767  -0.4878
13 C 6.550 7.358 -6.242  -0.5869
14 C 5.820 8.223 -5.403  -0.5228
15 C 5.616 7.893 -4.056  -0.2994
16 C 7.454 6.850 0.790  0.5313
17 C 8.519 7.390 1.546  -0.6986
18 C 9.576 6.597 1.923  -0.9596
19 C 9.600 5.231 1.572  0.5822
20 O 10.804 4.630 1.684  -0.4065
21 C 10.990 3.274 1.256  -0.7741
22 C 8.450 4.622 1.034  -0.5244
23 C 7.433 5.439 0.571  0.0131
24 C 6.289 9.514 1.995  -0.7958
25 C 6.080 10.836 2.348  -0.5191
26 H 6.310 14.633 2.765  0.2423
27 H 5.404 13.274 3.505  0.3367
28 H 7.183 13.149 3.239  0.3441
29 H 5.284 12.139 -0.712  0.4097
30 H 5.713 9.831 -1.367  0.4310
31 H 4.945 8.037 -1.245  1.2818
32 H 7.274 6.000 -1.732  0.4880
33 H 6.944 4.791 -4.006  0.3339
34 H 7.224 5.315 -6.459  0.3738
35 H 6.667 7.590 -7.302  0.3496
36 H 5.361 9.126 -5.827  0.3517
37 H 4.972 8.512 -3.424  0.3976
38 H 8.519 8.466 1.750  0.4847
39 H 10.421 7.043 2.434  0.4310
40 H 12.062 3.094 1.342  0.2544
41 H 10.431 2.577 1.886  0.3041
42 H 10.688 3.141 0.216  0.3285
43 H 8.400 3.539 0.939  0.4359
44 H 6.592 4.966 0.044  0.2866
45 H 6.450 8.759 2.757  0.6156
46 H 6.211 11.145 3.379  0.3820
47 C 2.205 0.762 -1.250  -0.6930
48 C 3.671 0.400 -1.408  -0.5961
49 N 4.330 1.658 -0.890  0.3306
50 C 4.122 1.812 0.606  -0.2641
51 C 4.840 3.008 1.218  -1.1439
52 C 5.778 1.829 -1.227  0.3256
53 C 6.144 1.722 -2.698  -1.3489
54 B 3.246 2.607 -1.617  -0.1604
55 H 5.548 6.008 -1.783  0.1577
56 H 1.496 0.174 -1.833  0.4763
57 H 1.890 0.691 -0.201  0.3457
58 H 2.092 1.851 -1.603  0.3670
59 H 4.013 -0.493 -0.874  0.3914
60 H 3.920 0.272 -2.467  0.3409
61 H 3.050 1.930 0.778  0.3663
62 H 4.428 0.884 1.114  0.2889
63 H 4.604 3.010 2.292  0.4705
64 H 5.932 2.981 1.145  0.1008
65 H 4.494 3.980 0.838  0.2826
66 H 6.056 2.833 -0.872  -0.2389
67 H 6.353 1.078 -0.648  0.2860
68 H 7.232 1.589 -2.727  0.4354
69 H 5.697 0.865 -3.205  0.3695
70 H 5.921 2.625 -3.278  0.2648
71 H 3.523 2.734 -2.781  0.0096
72 H 2.908 3.494 -0.873  0.0247

=====

C29H39Br66N2O2 | ωB97M-V with the def2-TZVPD basis set

Charge: +1
Highest occupied orbital energy (eV): -10.749
Orbital gap (eV): 7.95
Strongest force on any atom (eV Å⁻¹): 4.7

Last column: Mulliken charge in e.
Cartesian coordinates (Å):
1 C 6.768 -4.455 -3.425  -1.1086
2 C 6.233 -3.693 -4.675  -0.5623
3 C 5.569 -2.343 -4.305  -0.3747
4 C 4.239 -2.086 -5.035  -0.5165
5 N 3.229 -1.458 -4.153  -0.5537
6 N 2.061 -2.252 -3.974  0.4541
7 C 2.188 -3.416 -3.016  -0.2439
8 C 2.562 -4.760 -3.645  0.3186
9 C 1.585 -5.281 -4.672  0.2503
10 O 1.058 -6.283 -4.487  -0.4363
11 O 1.316 -4.624 -5.836  -0.5743
12 H 6.090 -5.270 -3.176  0.3506
13 H 6.861 -3.799 -2.558  0.1618
14 H 7.759 -4.821 -3.671  0.3064
15 H 5.537 -4.328 -5.226  0.3645
16 H 7.089 -3.503 -5.315  0.5121
17 H 5.381 -2.379 -3.228  0.2636
18 H 6.253 -1.515 -4.472  0.3263
19 H 3.842 -2.980 -5.517  -0.0200
20 H 4.427 -1.374 -5.837  0.4200
21 H 3.614 -1.190 -3.254  0.3583
22 H 1.699 -2.509 -4.895  0.2921
23 H 1.357 -1.624 -3.565  0.2317
24 H 1.284 -3.438 -2.407  -0.2526
25 H 2.997 -3.158 -2.338  0.3956
26 H 3.591 -4.698 -4.009  -0.2396
27 H 2.573 -5.481 -2.837  0.4768
28 H 2.101 -4.146 -6.151  0.3674
29 C -1.055 -2.587 -0.118  -0.1262
30 Br -0.467 -4.415 -0.322  -0.0698
31 Br -1.524 -2.177 1.703  -0.0230
32 Br 0.242 -1.330 -0.810  -0.0543
33 H -1.952 -2.474 -0.715  0.2840
34 C -3.398 1.190 1.341  0.0432
35 Br -5.035 1.542 2.276  0.2265
36 Br -3.666 1.184 -0.571  0.2387
37 Br -2.021 2.425 1.864  -0.0592
38 H -3.069 0.199 1.621  -0.3023
39 C -7.681 -1.497 1.853  -0.4178
40 Br -5.845 -1.885 1.389  0.0058
41 Br -7.835 -0.651 3.580  0.0540
42 Br -8.553 -0.462 0.481  -0.0300
43 H -8.196 -2.445 1.919  0.3571
44 C -2.679 6.595 -0.073  -0.3238
45 Br -1.640 7.568 1.223  -0.0462
46 Br -1.552 5.742 -1.392  -0.1022
47 Br -3.864 5.330 0.767  0.1837
48 H -3.295 7.315 -0.596  0.2849
49 C -8.735 3.498 1.971  0.0933
50 Br -10.390 3.905 2.870  -0.0360
51 Br -8.950 3.465 0.055  -0.0296
52 Br -7.315 4.690 2.501  0.1114
53 H -8.447 2.500 2.277  -0.0824
54 C -2.250 -0.225 -4.205  -0.3318
55 Br -1.155 0.696 -2.916  -0.0586
56 Br -1.171 -1.116 -5.543  -0.0471
57 Br -3.475 -1.445 -3.356  -0.0045
58 H -2.843 0.520 -4.719  0.3993
59 C -8.937 8.058 0.061  -0.4435
60 Br -7.215 7.194 -0.008  0.0668
61 Br -10.066 7.495 -1.393  0.0531
62 Br -9.796 7.816 1.772  -0.0369
63 H -8.766 9.119 -0.061  0.3734
64 C 9.679 -1.897 -2.032  -0.3073
65 Br 8.053 -1.593 -1.035  -0.0911
66 Br 9.364 -1.815 -3.931  -0.0268
67 Br 11.091 -0.714 -1.488  -0.0232
68 H 10.003 -2.904 -1.808  0.4239
69 C -6.464 5.035 6.885  -0.4197
70 Br -8.361 5.104 7.205  0.0663
71 Br -5.460 4.899 8.525  -0.0299
72 Br -6.006 3.625 5.651  -0.0459
73 H -6.185 5.969 6.417  0.3622
74 C -4.581 5.667 -3.363  0.6837
75 Br -4.016 5.685 -5.207  -0.0386
76 Br -5.556 7.261 -2.887  -0.0436
77 Br -5.581 4.074 -2.935  0.0005
78 H -3.685 5.646 -2.760  -0.6277
79 C -12.852 5.968 6.944  -0.3268
80 Br -11.743 6.855 8.245  0.0156
81 Br -11.793 5.031 5.633  0.0611
82 Br -14.146 4.811 7.782  -0.0175
83 H -13.405 6.737 6.421  0.2963
84 C 13.925 0.832 1.715  0.0001
85 Br 14.385 1.095 -0.140  -0.0322
86 Br 12.895 2.298 2.416  -0.0032
87 Br 13.048 -0.857 2.011  0.0655
88 H 14.853 0.805 2.269  -0.0181
89 C 2.724 -8.378 -7.229  -0.3130
90 Br 3.885 -7.571 -5.907  -0.0316
91 Br 3.732 -9.299 -8.582  0.0065
92 Br 1.406 -9.515 -6.413  0.0151
93 H 2.193 -7.573 -7.718  0.3185
94 C -15.222 8.799 9.793  -0.2604
95 Br -16.870 9.184 10.712  -0.0332
96 Br -15.461 8.792 7.880  -0.0101
97 Br -13.807 9.992 10.327  -0.0056
98 H -14.922 7.800 10.078  0.2972
99 C 13.554 2.744 6.212  -0.3387
100 Br 14.157 0.947 5.869  0.0731
101 Br 13.149 3.015 8.076  -0.0377
102 Br 14.810 4.051 5.556  0.0019
103 H 12.634 2.882 5.661  0.3001
104 C -2.808 -4.406 4.733  -0.0751
105 Br -2.832 -5.564 6.271  -0.0342
106 Br -4.562 -4.186 3.967  0.0028
107 Br -1.996 -2.702 5.134  -0.0315
108 H -2.193 -4.884 3.987  0.1132
109 C -12.200 10.457 -3.737  -0.3388
110 Br -11.090 11.386 -2.461  -0.0118
111 Br -11.146 9.474 -5.016  -0.0072
112 Br -13.505 9.333 -2.871  -0.0049
113 H -12.746 11.211 -4.286  0.3406
114 C 15.920 -1.624 -2.683  -0.3848
115 Br 14.009 -1.698 -2.955  0.0484
116 Br 16.410 -2.174 -0.900  0.0513
117 Br 16.873 -2.625 -4.027  -0.0420
118 H 16.214 -0.589 -2.789  0.3487
119 C 17.022 -1.896 4.264  -0.3477
120 Br 17.129 -0.617 2.823  -0.0047
121 Br 17.541 -1.118 5.947  -0.0038
122 Br 15.286 -2.730 4.370  -0.0302
123 H 17.734 -2.677 4.039  0.3766
124 C 1.748 -10.714 -12.350  -0.3283
125 Br 2.780 -9.137 -12.757  -0.0122
126 Br 2.877 -12.207 -11.897  0.0026
127 Br 0.441 -10.371 -10.975  0.0023
128 H 1.206 -10.981 -13.246  0.3318
129 C 1.370 -5.826 4.835  -0.3332
130 Br 3.208 -6.125 4.337  -0.0501
131 Br 1.224 -4.992 6.562  -0.0096
132 Br 0.426 -4.824 3.479  0.0609
133 H 0.896 -6.795 4.903  0.3515
134 C -8.982 -0.562 7.904  -0.3176
135 Br -8.012 0.958 7.220  0.0426
136 Br -9.852 -0.158 9.574  -0.0400
137 Br -10.222 -1.261 6.603  -0.0450
138 H -8.257 -1.339 8.102  0.3560